Formula: C3H8FIO2P
Source: the Open Molecules 2025 dataset
Level of theory: ωB97M-V/def2-TZVPD

Structure (XYZ):
```
16
Properties=species:S:1:pos:R:3:nbo_charge:R:1
O 1.201 -1.272 1.826 -0.586
C 1.413 -0.885 0.538 0.759
O 1.954 -1.840 -0.484 -0.720
C 1.022 0.643 0.094 -0.582
C -0.474 0.823 -0.551 -0.751
P -1.708 -0.577 -0.152 0.587
I -3.455 -2.288 0.152 -0.380
H 2.396 -1.204 -1.152 0.482
H 1.793 0.952 -0.761 0.191
H 1.166 1.453 0.944 0.397
H -0.336 0.842 -1.737 0.195
H -0.904 1.890 -0.254 0.261
H -2.789 0.390 -0.392 0.014
H -1.284 -0.710 1.218 0.071
H -1.141 -1.331 -1.277 0.015
F 1.145 3.114 1.989 -0.953
```

Output
- energy above the lowest of the compared OMol25 structures with the same formula, charge and spin (kcal/mol) = 67.12
- E_LUMO (hartree) = 0.0893
- net charge = -1
- HOMO-LUMO gap (eV) = 6.7644

Formula: C8H13IO
Source: the Open Molecules 2025 dataset
Level of theory: ωB97M-V/def2-TZVPD

Structure (XYZ):
```
23
Properties=species:S:1:pos:R:3:nbo_charge:R:1
C 3.687 -2.216 -0.015 -0.493
C 3.289 -0.973 -0.029 -0.224
C 1.287 -0.594 -0.387 0.149
C 0.531 -0.429 0.839 0.045
C -2.220 -0.261 -0.859 -0.616
C -2.250 2.112 -0.051 -0.597
C -0.684 0.458 1.005 -0.427
C -1.377 0.882 -0.295 -0.215
O 0.471 -1.599 0.027 -0.484
I 4.370 0.789 0.169 0.153
H 4.717 -2.507 0.137 0.212
H 2.968 -3.008 -0.150 0.225
H 1.196 -0.128 -1.347 0.199
H 1.079 -0.592 1.766 0.194
H -2.536 -0.035 -1.875 0.207
H -3.110 -0.406 -0.251 0.201
H -1.654 -1.191 -0.870 0.227
H -2.781 2.378 -0.962 0.210
H -1.646 2.963 0.256 0.206
H -2.984 1.911 0.726 0.201
H -1.403 -0.060 1.645 0.214
H -0.343 1.346 1.544 0.220
H -0.608 1.160 -1.025 0.192
```

Output
- energy above the lowest of the compared OMol25 structures with the same formula, charge and spin (kcal/mol) = 57.86
- E_LUMO (hartree) = 0.0217
- net charge = 0
- HOMO-LUMO gap (eV) = 9.5608